Entry 1:
Computed, not measured: C5H9NO2 in the gas phase in a non-equilibrium geometry, with ωB97M-V with the def2-TZVPD basis set.

Results
Energy relative to the best compared isomer or geometry (same formula, charge and spin) in kJ/mol: 512.47
Frontier orbital gap (alpha / beta) in eV: 7.95 / 7.19
Electronic energy in eV: -10906.5815

Geometry as ORCA input:
```
! wB97M-V def2-TZVPD RIJCOSX def2/J DEFGRID3
* xyz 0 3
C -0.5951 -0.5552 -0.9688
C -2.6531 -0.3945 0.3858
C 0.3317 -0.1912 0.2898
C 1.7555 -0.6537 -0.1296
C 0.4543 1.3484 0.3853
N -1.9878 -0.4307 -0.7821
O -0.1442 -0.8199 1.3832
O -2.6606 0.8051 -0.1079
H -0.3707 0.2460 -1.7307
H -0.4963 -1.6574 -1.0753
H -0.9636 -0.8445 1.6593
H 1.8170 -1.7609 -0.1017
H 2.2926 -0.0890 0.6443
H 1.9714 -0.2956 -1.1659
H 1.3898 1.8963 -0.0567
H 0.2727 1.6237 1.4640
H -0.4136 1.7730 -0.0928
*
```

Entry 2:
Computed, not measured: 2 unconnected molecules or ions with the total composition C5H9NO3 in a non-equilibrium geometry, with ωB97M-V with the def2-TZVPD basis set.

Results
SMILES: CNC(C)=C=O.O=CO
Energy relative to the best compared isomer or geometry (same formula, charge and spin) in kJ/mol: 398.21
Frontier orbital gap in eV: 8.64
Electronic energy in eV: -12960.5790

Geometry as ORCA input:
```
! wB97M-V def2-TZVPD RIJCOSX def2/J DEFGRID3
* xyz 0 1
C 0.2159 1.5709 0.0109
C -0.1587 0.4373 -0.5541
C -0.0244 -0.0843 -1.9142
C -1.8594 0.1492 1.2266
C 1.8149 -0.2139 0.7424
N -1.2272 -0.3264 0.0281
O 0.5314 2.3647 0.8221
O 2.2332 -0.8366 -0.3797
O 1.1194 -0.7699 1.5520
H 0.7229 0.4172 -2.5353
H -0.8905 -0.0884 -2.4830
H 0.2095 -1.0794 -1.8684
H -2.1118 1.1711 1.0891
H -2.6930 -0.5068 1.4584
H -1.2737 0.1611 2.1242
H 2.5675 0.4854 0.9450
H 1.6839 -1.5662 -0.6175
H -0.8599 -1.2851 0.3537
*
```